Below is 2 unconnected molecules or ions with the total composition C16H22BN2S2 in a non-equilibrium geometry, with properties calculated with ωB97M-V/def2-TZVPD.

Summary:
- Strongest force on any atom: 2.67 eV Å⁻¹
- HOMO energy: -10.94 eV
- Electronic energy: -1553.296237 a.u.
- Frontier orbital gap: 6.52 eV
- E_LUMO: -0.1627 Ha
- Net charge: +1

Atoms and positions in Å:
C1 4.8313 -1.4666 -3.5212
N1 3.5847 -2.1938 -3.3063
C2 3.7279 -3.6399 -3.2576
C3 2.4119 -1.5385 -2.9347
C4 1.6074 -1.0090 -3.9668
C5 0.4678 -0.2962 -3.6636
N2 0.1120 -0.1863 -2.3571
B1 -1.2105 0.4272 -2.2165
H1 -1.5142 1.8995 1.2605
C6 0.8864 -0.6244 -1.3103
C7 2.0400 -1.3284 -1.5672
H2 4.6462 -0.3807 -3.5082
H3 5.5650 -1.7278 -2.7329
H4 5.2758 -1.7355 -4.4965
H5 2.7477 -4.1112 -3.1049
H6 4.1530 -4.0106 -4.2077
H7 4.4211 -3.9395 -2.4501
H8 1.8151 -1.1377 -5.0322
H9 -0.2216 0.1958 -4.3561
H10 -1.1585 1.5873 -1.8796
H11 -2.1159 -0.3510 -2.0999
H12 0.4872 -0.3670 -0.2985
H13 2.6550 -1.6764 -0.7329
C8 -5.6362 1.7902 3.6317
C9 -5.2920 0.7643 2.7395
C10 -3.9463 0.5507 2.3686
C11 -2.9631 1.4584 2.7637
C12 -1.5178 1.4365 2.2478
S1 -0.3841 2.6757 2.9888
C13 0.9090 1.5414 3.5462
C14 0.8712 0.2008 2.7939
S2 -0.7894 -0.1968 2.2009
C15 -3.3692 2.5996 3.4326
C16 -4.6638 2.7476 3.9466
H14 -6.6461 1.8877 4.0372
H15 -6.0998 0.1827 2.2570
H16 -3.6957 -0.2411 1.6585
H17 1.8659 2.0185 3.2333
H18 0.8867 1.4076 4.6545
H19 1.4139 0.2878 1.8409
H20 1.3886 -0.5725 3.4087
H21 -2.6418 3.4276 3.4565
H22 -4.9047 3.6440 4.5332

Atom charges from the natural (NBO) analysis, given in e for atoms 1 to 6: C -0.400; N -0.509; C -0.401; C 0.307; C -0.234; C 0.090

Below is 3 unconnected molecules or ions with the total composition C16H22F3NO11S in a non-equilibrium geometry, with properties calculated with ωB97M-V/def2-TZVPD.

Summary:
- Strongest force on any atom: 3.18 eV Å⁻¹
- HOMO energy: -10.46 eV
- Electronic energy: -2203.049073 a.u.
- Structure (SMILES): CCCOC[C@@](S)(OC(=O)F)N(C(=O)F)C(=O)F.C[C@@H]1COC(=O)O1.C[C@@H]1COC(=O)O1
- Frontier orbital gap: 10.42 eV
- E_LUMO: -0.0013 Ha
- ΔE to the lowest compared entry with this formula, charge and spin: 77.70 kJ/mol

Atoms and positions in Å:
C1 -0.9594 0.7652 3.4584
C2 -1.5607 -0.6900 3.5073
C3 -0.4235 -1.7719 3.3333
O1 -0.3256 -2.0412 1.9295
C4 0.8451 -2.7484 1.5806
C5 1.8267 -1.9188 0.6568
S1 1.8667 -0.2309 1.3933
O2 3.0957 -2.6245 0.7174
C6 3.9927 -2.0442 1.5591
O3 4.8583 -1.3538 1.2543
F1 3.8783 -2.3868 2.8647
N1 1.4166 -1.9753 -0.7642
C7 0.1695 -1.2929 -1.0291
O4 -0.8125 -1.8861 -1.0523
F2 0.1883 0.0286 -1.2887
C8 2.4457 -1.5409 -1.6584
O5 3.2714 -0.7545 -1.4644
F3 2.3877 -2.1072 -2.8981
H1 -1.8105 1.4694 3.5744
H2 -0.5362 0.9908 2.4540
H3 -0.2113 0.8945 4.2664
H4 -2.1526 -0.8620 4.4299
H5 -2.2271 -0.7569 2.6159
H6 0.4944 -1.3383 3.7827
H7 -0.7934 -2.6715 3.8837
H8 1.4631 -3.0446 2.4616
H9 0.5592 -3.7091 1.0879
H10 2.8281 0.4882 0.7397
C9 0.2277 -1.6928 -4.6272
C10 -1.0852 -2.2084 -5.1674
C11 -1.0157 -3.6069 -5.7183
O6 -2.0690 -3.6024 -6.6838
C12 -2.2075 -2.3151 -7.1098
O7 -2.8572 -1.9838 -8.0472
O8 -1.4987 -1.4630 -6.3186
H11 0.1442 -0.6335 -4.3743
H12 0.5240 -2.2434 -3.7421
H13 1.0195 -1.7753 -5.3746
H14 -1.8675 -2.1142 -4.4074
H15 -1.1890 -4.3685 -4.9592
H16 -0.0757 -3.8227 -6.2341
C13 -1.3075 6.4167 1.3824
C14 -0.7180 5.6199 2.5223
C15 -0.2064 4.2622 2.1234
O9 -0.3303 3.5223 3.3403
C16 -1.3507 4.0942 4.0418
O10 -1.8521 3.6169 5.0076
O11 -1.7200 5.2803 3.4858
H17 -1.7831 7.3238 1.7579
H18 -0.5379 6.6957 0.6613
H19 -2.0825 5.8462 0.8662
H20 0.0533 6.2061 3.0317
H21 0.8298 4.2849 1.7880
H22 -0.8194 3.7743 1.3597

Atom charges from the natural (NBO) analysis, given in e for atoms 1 to 6: C -0.608; C -0.419; C -0.079; O -0.547; C -0.109; C 0.298

Below is 2 unconnected molecules or ions with the total composition C16H22FNO2 in a non-equilibrium geometry, with properties calculated with ωB97M-V/def2-TZVPD.

Summary:
- Strongest force on any atom: 1.29 eV Å⁻¹
- HOMO energy: -9.01 eV
- Electronic energy: -927.969332 a.u.
- Structure (SMILES): CC1(C)CC(=O)C(F)C(=O)C1.Cc1cc(C)nc(C)c1
- Frontier orbital gap: 9.32 eV
- E_LUMO: 0.0116 Ha
- ΔE to the lowest compared entry with this formula, charge and spin: 0.00 kJ/mol

Atoms and positions in Å:
C1 -3.8498 -0.0196 1.9181
C2 -2.5610 -0.0128 2.7300
C3 -2.9989 -0.0321 4.2001
C4 -1.6402 -1.1839 2.3190
C5 -0.4234 -1.3093 3.2195
O1 0.0598 -2.3633 3.5614
C6 0.2174 0.0286 3.6644
F1 1.4965 0.0566 3.1918
C7 -0.4747 1.3541 3.2444
O2 -0.0145 2.4109 3.5981
C8 -1.6886 1.1985 2.3396
H1 -3.6418 -0.0129 0.8428
H2 -4.4243 -0.9164 2.1831
H3 -4.4437 0.8631 2.1916
H4 -2.1868 -0.0396 4.9275
H5 -3.6289 0.8427 4.4033
H6 -3.6237 -0.9170 4.3765
H7 -2.2043 -2.1319 2.3270
H8 -1.2947 -1.0031 1.2870
H9 0.2978 0.0269 4.7716
H10 -1.3247 1.0535 1.3031
H11 -2.2724 2.1330 2.3702
C9 2.4037 0.0197 -6.0880
C10 2.2018 0.0055 -4.5964
C11 2.1186 -1.2007 -3.8847
C12 2.0434 -1.1618 -2.4771
C13 1.8099 -2.3924 -1.6346
N1 2.0951 -0.0129 -1.8077
C14 2.0409 1.1451 -2.4584
C15 1.8119 2.3715 -1.6174
C16 2.1178 1.1991 -3.8660
H12 2.4470 -1.0012 -6.4818
H13 1.5825 0.5412 -6.5926
H14 3.3319 0.5391 -6.3591
H15 2.0892 -2.1746 -4.3770
H16 2.0888 -3.3018 -2.1676
H17 2.3785 -2.3319 -0.6948
H18 0.7502 -2.4697 -1.3487
H19 2.0573 3.2909 -2.1512
H20 0.7635 2.4251 -1.2947
H21 2.4065 2.3159 -0.7010
H22 2.0864 2.1676 -4.3712

Atom charges from the natural (NBO) analysis, given in e for atoms 1 to 6: C -0.598; C -0.029; C -0.622; C -0.521; C 0.571; O -0.489

Below is C16H22N2O5 in the gas phase, with properties calculated with ωB97M-V/def2-TZVPD.

Summary:
- Strongest force on any atom: 0.88 eV Å⁻¹
- HOMO energy: -8.44 eV
- Electronic energy: -1108.560625 a.u.
- Structure (SMILES): COc1cc(C(=O)NNC(=O)C2CCCC2)cc(OC)c1OC
- Frontier orbital gap: 9.12 eV
- E_LUMO: 0.0251 Ha
- ΔE to the lowest compared entry with this formula, charge and spin: 308.06 kJ/mol

Atoms and positions in Å:
C1 -2.8696 -3.4313 -0.1687
O1 -3.6337 -2.2662 0.0275
C2 -3.0095 -1.0514 -0.0220
C3 -1.6511 -0.9060 -0.2487
C4 -1.0768 0.3634 -0.2468
C5 0.3681 0.5838 -0.4807
O2 0.8495 1.6280 -0.8906
N1 1.1693 -0.4905 -0.2454
N2 2.5474 -0.3151 -0.3509
C6 3.3800 -1.1362 0.3235
O3 2.9487 -2.1037 0.9274
C7 4.8495 -0.7723 0.2613
C8 5.1734 0.2354 1.3764
C9 4.8374 1.5941 0.7657
C10 5.2167 1.4637 -0.7176
C11 5.2815 -0.0471 -1.0204
C12 -1.8723 1.4721 -0.0289
C13 -3.2440 1.3519 0.1943
O4 -3.8636 2.5386 0.4107
C14 -5.2683 2.6508 0.4865
C15 -3.8310 0.0773 0.1937
O5 -5.1758 -0.0379 0.4523
C16 -5.9516 -0.9000 -0.3582
H1 -2.0913 -3.5363 0.5933
H2 -3.5733 -4.2574 -0.0773
H3 -2.4150 -3.4541 -1.1641
H4 -1.0424 -1.7719 -0.4450
H5 0.9306 -1.2866 0.3333
H6 2.7861 0.5938 -0.7302
H7 5.3984 -1.7047 0.4105
H8 4.6156 0.0324 2.2897
H9 6.2384 0.1810 1.6056
H10 5.3836 2.3995 1.2544
H11 3.7735 1.8070 0.8784
H12 4.4972 1.9768 -1.3558
H13 6.1889 1.9212 -0.8994
H14 6.3058 -0.3342 -1.2589
H15 4.6598 -0.3269 -1.8699
H16 -1.4365 2.4577 -0.0374
H17 -5.6757 2.0904 1.3294
H18 -5.4551 3.7155 0.6279
H19 -5.7497 2.3204 -0.4372
H20 -5.6203 -0.8746 -1.3992
H21 -5.9204 -1.9288 0.0044
H22 -6.9726 -0.5216 -0.2927

Atom charges from the natural (NBO) analysis, given in e for atoms 1 to 6: C -0.252; O -0.517; C 0.337; C -0.331; C -0.127; C 0.651

Below is C16H22N2O7S in the gas phase in a non-equilibrium geometry, with properties calculated with ωB97M-V/def2-TZVPD.

Summary:
- Strongest force on any atom: 1.02 eV Å⁻¹
- HOMO energy: -9.74 eV
- Electronic energy: -1657.263415 a.u.
- Structure (SMILES): COCCNC(=O)COC(=O)c1ccc(S(=O)(=O)N2CCOCC2)cc1
- Frontier orbital gap: 9.40 eV
- E_LUMO: -0.0122 Ha
- ΔE to the lowest compared entry with this formula, charge and spin: 199.27 kJ/mol

Atoms and positions in Å:
C1 2.4427 -0.9060 -2.0839
O1 1.3211 -1.6851 -1.7244
C2 1.0585 -2.7746 -2.5742
C3 2.0694 -3.9302 -2.4254
N1 2.2360 -4.2490 -1.0276
C4 3.2879 -3.7714 -0.3335
O2 4.3162 -3.3726 -0.8351
C5 3.0463 -3.7322 1.1848
O3 2.2989 -2.5483 1.4647
C6 0.9838 -2.5762 1.2538
O4 0.3692 -3.5806 0.9685
C7 0.3569 -1.2393 1.3907
C8 1.1263 -0.0953 1.5896
C9 0.5088 1.1422 1.6342
C10 -0.8626 1.2210 1.4819
S1 -1.6738 2.8182 1.4568
O5 -0.7032 3.8460 1.7083
O6 -2.8497 2.7728 2.2716
N2 -2.1808 2.8395 -0.1503
C11 -1.0922 3.0628 -1.0793
C12 -1.6270 2.8649 -2.5004
O7 -2.7157 3.7153 -2.7638
C13 -3.7637 3.5043 -1.8453
C14 -3.2896 3.7399 -0.4112
C15 -1.6402 0.0933 1.2972
C16 -1.0270 -1.1442 1.2505
H1 2.3734 -0.5828 -3.1289
H2 2.4219 -0.0342 -1.4323
H3 3.3832 -1.4442 -1.9337
H4 1.0269 -2.4527 -3.6252
H5 0.0656 -3.1231 -2.2754
H6 1.7017 -4.8035 -2.9690
H7 3.0499 -3.6482 -2.8142
H8 1.3815 -4.4421 -0.5161
H9 3.9936 -3.6188 1.7119
H10 2.5034 -4.6178 1.5287
H11 2.1957 -0.1831 1.6959
H12 1.0662 2.0541 1.7823
H13 -0.3053 2.3380 -0.8643
H14 -0.6877 4.0782 -0.9644
H15 -0.8613 3.1114 -3.2374
H16 -1.9327 1.8145 -2.6215
H17 -4.5506 4.2105 -2.1131
H18 -4.1406 2.4751 -1.9386
H19 -4.0723 3.5150 0.3124
H20 -2.9761 4.7872 -0.2945
H21 -2.7070 0.2080 1.1944
H22 -1.5962 -2.0486 1.0988

Atom charges from the natural (NBO) analysis, given in e for atoms 1 to 6: C -0.264; O -0.551; C -0.069; C -0.264; N -0.616; C 0.653

- The lowest frontier orbital gap belongs to which entry?
  C16H22BN2S2

- Which value of HOMO energy does entry 3 give?
  -9.01 eV